{"formula": "C11H16F9N3O7S2Zr", "method": "wB97M-V/def2-TZVPD", "symbols": ["Zr", "C", "N", "C", "C", "O", "C", "O", "C", "C", "O", "N", "C", "C", "H", "H", "H", "H", "H", "H", "H", "H", "H", "H", "H", "H", "H", "H", "H", "H", "F", "C", "F", "F", "S", "O", "O", "N", "S", "O", "O", "C", "F", "F", "F", "F", "C", "F", "F"], "xyz": [[-0.952, -0.327, 0.517], [2.847, 1.298, -2.985], [2.012, 0.186, -2.508], [1.913, -0.993, -3.379], [1.340, 0.258, -1.398], [0.585, -0.668, -0.969], [1.371, 1.519, -0.544], [0.771, 1.201, 0.724], [1.648, 0.997, 1.844], [1.490, -0.439, 2.325], [0.644, -1.163, 1.720], [2.191, -0.854, 3.343], [2.029, -2.214, 3.876], [3.135, 0.023, 4.048], [2.967, 1.189, -4.059], [3.832, 1.269, -2.520], [2.365, 2.256, -2.801], [2.917, -1.288, -3.677], [1.331, -0.732, -4.261], [1.433, -1.805, -2.845], [0.744, 2.283, -1.012], [2.369, 1.927, -0.394], [1.358, 1.698, 2.628], [2.677, 1.205, 1.554], [1.220, -2.717, 3.360], [1.807, -2.147, 4.939], [2.958, -2.764, 3.733], [3.755, 0.581, 3.350], [3.790, -0.601, 4.648], [2.603, 0.707, 4.710], [-4.534, -1.395, -2.931], [-3.471, -0.878, -3.503], [-3.797, -0.071, -4.485], [-2.654, -1.830, -3.923], [-2.517, 0.106, -2.250], [-2.258, -0.893, -1.142], [-1.307, 0.614, -2.821], [-3.571, 1.155, -1.785], [-3.227, 2.012, -0.517], [-1.904, 1.532, 0.038], [-3.334, 3.408, -0.662], [-4.456, 1.439, 0.750], [-4.372, 0.108, 0.854], [-4.159, 2.001, 1.900], [-5.653, 1.788, 0.345], [-3.068, -2.885, 0.995], [-1.856, -2.548, 1.122], [-1.248, -3.415, 1.827], [-1.767, -0.133, 2.222]], "mulliken_charge": [1.918, -1.024, 0.143, -1.061, 1.205, -0.881, -1.286, -0.218, -0.892, 0.907, -0.733, 0.076, -0.980, -0.957, 0.386, 0.322, 0.428, 0.430, 0.371, 0.325, 0.513, 0.633, 0.452, 0.573, 0.268, 0.389, 0.378, 0.361, 0.374, 0.349, -0.163, 0.511, -0.161, -0.168, 1.298, -0.564, -0.561, -0.580, 1.062, -0.753, -0.573, 0.680, -0.203, -0.186, -0.173, -0.076, 0.473, -0.089, -0.542], "total_charge": 2, "homo_lumo_gap_ev": 9.5794, "max_force_ha_per_bohr": 0.010}